Computed, not measured: a cluster of 2 separate species, CH4N2O3 in total at a distorted geometry, with ωB97M-V with the def2-TZVPD basis set.

Properties
net charge	0
LUMO level (spin up / spin down)	0.88 / -1.47	eV
highest occupied orbital energy (spin up / spin down)	-6.560 / -10.579	eV
spin multiplicity	3
⟨S²⟩	2.01

XYZ file:
```
10
Properties=species:S:1:pos:R:3:forces:R:3
C 2.399400 0.093250 0.050936 2.841 0.387 0.623
N -1.606557 -0.283478 0.422403 0.826 -8.895 1.821
N -1.639231 0.930843 0.208658 -0.332 6.343 -0.888
O -2.616590 1.384594 -0.390092 -1.330 1.348 -1.031
O 2.108180 1.315791 0.294236 -1.266 3.690 1.146
O 1.637608 -0.656494 -0.414555 -1.674 -3.049 -1.073
H 3.487239 -0.018713 0.341170 -0.840 -0.628 -0.436
H -0.723353 -0.517774 0.878857 -0.899 -0.869 -0.355
H -2.411151 -0.989868 0.290978 1.840 2.026 0.411
H 1.141880 1.505515 0.183843 0.835 -0.352 -0.218
```
Positions in Å, forces in eV/Å.

Computed, not measured: a structure of composition C32H28BiBr2N12O3S2 at a distorted geometry, with ωB97M-V with the def2-TZVPD basis set.

Properties
net charge	+1
LUMO level	-3.19	eV
highest occupied orbital energy	-9.788	eV

XYZ file:
```
80
Properties=species:S:1:pos:R:3:forces:R:3
Bi 11.563826 10.255511 9.790024 0.503 1.832 0.198
O 10.706208 7.703663 6.262665 -0.160 -0.110 -0.544
C 10.797734 8.281917 7.308568 0.188 -0.365 1.197
N 11.214232 9.567951 7.525966 -0.421 -0.553 0.446
C 12.024977 10.093217 6.593419 2.590 1.556 -1.506
O 12.721241 9.549429 5.722519 -1.332 0.253 1.264
C 12.219310 11.609968 6.747050 1.291 1.496 -0.129
C 12.386369 12.442634 5.575815 -0.536 -1.867 1.279
C 12.183990 13.771164 5.770298 0.829 0.657 3.721
C 12.218408 14.359539 7.089727 -0.198 -2.482 0.101
C 12.342476 13.484940 8.176733 0.187 -0.520 -1.284
N 12.347633 12.140678 7.992546 -1.720 -1.010 -1.076
C 10.447999 7.525546 8.590972 -0.600 -0.867 0.554
C 10.217038 6.137944 8.427989 -0.050 1.058 -0.659
C 9.911818 5.382529 9.545683 -0.365 -0.273 -0.032
C 9.746744 6.043945 10.786665 -0.445 -2.030 -0.063
C 9.899307 7.391682 10.835812 0.601 1.650 0.913
N 10.314409 8.148458 9.795767 -0.106 -0.972 -1.460
H 12.635654 12.008679 4.602236 -0.626 0.039 0.387
H 12.090909 14.445832 5.016691 -0.038 1.596 -2.439
H 12.154516 15.403066 7.308431 -0.111 0.503 -0.353
H 12.417220 13.763907 9.215294 0.120 0.389 0.082
H 10.227482 5.790083 7.361493 0.160 0.056 1.381
H 9.723390 4.300158 9.398814 0.206 0.800 0.471
H 9.456236 5.471805 11.705791 0.305 0.710 -1.055
H 9.745360 7.941284 11.780213 0.134 -0.342 -0.541
N 11.245540 10.175722 13.761582 -1.475 1.127 -0.778
C 12.280201 9.463569 13.323315 0.664 0.516 -1.390
N 12.517093 9.220807 12.014057 0.555 -0.952 1.850
C 13.656815 8.400450 11.948891 1.316 -0.254 1.438
C 14.253275 8.128659 13.186227 0.498 -0.296 -2.101
S 13.472754 8.955503 14.466913 -0.286 -0.563 -0.656
C 14.261229 7.802106 10.713474 0.773 -1.372 1.116
C 15.070650 6.682264 10.820163 -0.613 0.571 0.776
S 15.531381 6.011167 9.308041 -1.162 1.739 -0.489
C 14.567283 7.351403 8.573620 0.090 0.842 1.714
N 14.036071 8.231097 9.436745 -0.391 -1.090 -1.002
N 14.494812 7.492771 7.262681 -0.524 0.256 -1.439
H 10.865235 10.910668 13.132606 0.509 -0.628 0.439
H 11.120284 10.313805 14.742220 0.036 0.066 0.311
H 15.154979 7.490438 13.290807 -0.912 0.841 0.248
H 15.383597 6.180560 11.727259 -0.205 0.051 -0.216
H 14.761250 6.681008 6.731236 -0.069 0.298 -0.401
H 13.901411 8.220679 6.809589 0.621 -0.836 0.446
Br 11.121339 14.526734 13.354389 0.460 -0.028 0.411
C 9.777157 13.820967 12.293462 -0.728 -1.607 -2.003
C 8.546364 14.486241 12.219976 -1.824 -0.322 0.127
C 7.511754 14.034806 11.392365 1.373 0.003 -0.294
Br 5.910849 14.995267 11.228382 -0.279 0.251 0.382
C 7.762050 13.011534 10.433774 0.193 -0.308 0.858
C 6.841461 12.591282 9.454497 0.231 -0.676 -1.551
C 7.271058 11.715958 8.427159 -1.162 0.907 1.222
C 8.454883 11.029286 8.604102 1.630 1.451 0.346
N 9.374256 11.478068 9.481783 -0.377 -2.341 0.673
C 9.038985 12.364176 10.471544 -0.326 0.282 -1.267
C 10.037146 12.673657 11.436972 0.629 2.067 1.656
O 11.168886 12.030486 11.526006 -0.551 -0.736 -0.836
H 8.254539 15.292939 12.910609 0.670 -0.263 -0.418
H 5.799246 12.941302 9.487935 0.747 0.154 -0.278
H 6.754422 11.579456 7.482507 -0.584 -0.317 0.532
H 8.695197 10.194231 7.956221 0.403 0.239 -0.048
C 15.536908 15.847228 13.447542 0.814 -0.682 -0.044
C 16.752001 15.150364 12.815821 0.619 -0.606 0.266
C 16.968768 15.624921 11.399846 0.947 0.013 0.137
C 16.821702 13.576126 12.956168 -1.949 1.182 0.865
N 15.847741 12.816804 12.054020 2.132 1.515 -0.202
C 14.552828 12.532434 12.062646 -0.151 -0.332 -0.607
N 14.220816 12.017568 10.898555 0.070 -0.396 -0.543
N 15.353149 12.014813 10.127028 0.063 1.138 1.844
N 16.310344 12.559637 10.823115 -0.106 -1.185 -0.803
H 15.724571 16.920515 13.281838 -0.400 -0.317 0.562
H 15.473459 15.543622 14.512769 -0.191 0.603 -0.506
H 14.631799 15.570842 12.920002 -0.386 -0.015 -0.025
H 17.615855 15.512361 13.409379 -0.183 -0.451 -0.174
H 16.083220 15.439649 10.821060 -0.432 0.022 -0.522
H 17.813282 15.066636 10.939425 -0.473 0.622 0.118
H 17.168572 16.711106 11.452525 -0.004 -0.520 -0.434
H 16.486808 13.436326 14.007186 0.369 -0.625 -0.663
H 17.846762 13.226529 12.801465 -0.542 -0.243 -0.215
H 13.884268 12.738990 12.852505 -0.535 0.000 0.714
```
Positions in Å, forces in eV/Å.

Computed, not measured: a cluster of 2 separate species, CH2N2OS in total at a distorted geometry, with ωB97M-V with the def2-TZVPD basis set.

Properties
net charge	0
SMILES	N=C=O.N=S
LUMO level (spin up / spin down)	-1.59 / -1.59	eV
highest occupied orbital energy (spin up / spin down)	-9.020 / -9.001	eV

XYZ file:
```
7
Properties=species:S:1:pos:R:3:forces:R:3
N -1.202815 0.223929 -0.476395 1.101 1.862 -0.636
C -1.430846 -0.866419 -0.064324 -1.705 -0.240 -0.743
O -2.020296 -1.820461 0.214078 0.219 -1.661 1.017
H -0.355734 0.620940 -0.850250 -0.256 0.011 0.251
N 1.367059 0.956457 0.333550 -1.141 2.238 2.766
S 2.067030 -0.043712 -0.524595 1.781 -2.101 -1.520
H 1.575605 0.929267 1.367937 0.001 -0.109 -1.136
```
Positions in Å, forces in eV/Å.

Computed, not measured: the ion C2H10N6 with charge +2 at a distorted geometry, with ωB97M-V with the def2-TZVPD basis set.

Properties
net charge	+2
SMILES	C=NC(=[NH2+])N(N)N[NH3+]
LUMO level	-8.17	eV
highest occupied orbital energy	-18.249	eV

XYZ file:
```
18
Properties=species:S:1:pos:R:3:forces:R:3
C -2.225269 -1.820679 0.038452 0.652 -2.254 -3.118
N -1.750123 -0.699495 -0.083245 -0.604 2.066 0.473
C -1.389937 0.486008 0.010708 4.196 -0.355 1.446
N -2.007619 1.619363 0.138215 0.028 1.538 -1.027
N 0.378173 0.555204 0.248005 -5.359 -0.266 -1.326
N 0.783085 1.780049 -0.054878 2.209 1.440 2.472
N 0.833207 -0.554002 -0.498912 1.314 1.055 -0.708
N 1.969620 -1.010946 0.306303 0.148 2.225 2.150
H -2.521842 -2.326689 0.911171 -0.474 -0.234 1.374
H -2.136763 -2.355066 -0.934100 -0.821 -0.396 0.840
H -2.972062 1.755853 -0.127190 -0.479 -0.524 0.253
H -1.498419 2.485158 -0.079394 0.228 -0.571 0.442
H 0.668078 2.382542 -0.836169 -0.478 -0.337 -1.356
H 1.095189 2.278587 0.785615 -0.172 -0.182 -0.662
H 1.166678 -0.303813 -1.505071 -0.242 -0.396 2.177
H 1.666629 -1.291637 1.267617 -0.638 -1.266 -1.241
H 2.633957 -0.298150 0.742407 -0.458 0.173 -1.873
H 2.496442 -1.632982 -0.248529 0.947 -1.717 -0.316
```
Positions in Å, forces in eV/Å.

Computed, not measured: a structure of composition C26H21N5NaO2, with ωB97M-V with the def2-TZVPD basis set.

Properties
net charge	-1
LUMO level	2.09	eV
highest occupied orbital energy	-3.605	eV

XYZ file:
```
55
Properties=species:S:1:pos:R:3:forces:R:3
Na -0.305675 0.515242 0.221932 -0.043 0.016 0.046
O -3.951692 -1.108944 -1.499172 0.000 0.013 0.004
C -3.048751 -0.373493 -1.047181 -0.049 0.003 0.013
N -2.459637 -0.323854 0.129627 0.046 -0.043 0.051
C -2.862044 -1.117757 1.207952 -0.032 0.006 -0.048
C -4.083178 -1.803000 1.276053 -0.007 -0.011 0.008
C -4.444181 -2.535362 2.400170 0.011 0.007 -0.004
C -3.586876 -2.606171 3.486412 -0.022 -0.010 0.009
C -2.365662 -1.947993 3.438870 0.031 0.017 0.004
C -1.977471 -1.204349 2.323057 0.001 -0.018 0.014
N -0.764956 -0.501316 2.265889 0.019 -0.029 -0.063
C 0.320482 -0.966727 2.839800 -0.057 0.027 0.057
O 0.541297 -2.044481 3.445151 0.018 0.003 -0.002
C 1.520358 -0.024035 2.727672 0.017 -0.002 -0.032
C 2.579508 -0.201460 3.617387 0.004 -0.005 0.002
C 3.671939 0.640319 3.549195 -0.002 0.007 -0.007
C 3.695903 1.630453 2.575602 0.000 -0.006 0.001
C 2.615013 1.719783 1.716319 0.009 -0.004 -0.003
N 1.547894 0.925542 1.785933 0.016 -0.022 -0.040
C -2.531094 0.691693 -2.025036 0.028 -0.005 -0.012
C -3.243960 0.887678 -3.208720 0.004 0.004 0.006
C -2.840474 1.868267 -4.092785 0.001 -0.003 0.000
C -1.720501 2.629587 -3.785203 0.005 0.001 -0.002
C -1.056718 2.353262 -2.603300 0.002 -0.008 -0.020
N -1.442181 1.415031 -1.739410 0.035 0.007 -0.024
H -4.738704 -1.756588 0.420727 0.004 0.004 0.000
H -5.397440 -3.052355 2.417136 0.000 -0.001 0.002
H -3.857792 -3.177487 4.367511 0.002 0.000 0.000
H -1.676286 -2.016472 4.268138 -0.008 -0.003 0.002
H 2.504422 -1.008966 4.331178 -0.004 0.002 0.000
H 4.498967 0.526878 4.240203 0.001 0.000 0.000
H 4.530737 2.311674 2.475197 0.002 -0.001 0.002
H 2.607821 2.461175 0.923512 -0.007 0.002 0.001
H -4.099354 0.251774 -3.384162 -0.002 -0.001 0.008
H -3.389320 2.040726 -5.011246 0.002 0.004 -0.001
H -1.363100 3.412594 -4.441291 -0.004 -0.004 -0.006
H -0.161903 2.908264 -2.339416 -0.002 0.000 0.016
C 4.161308 1.511606 -1.540822 0.001 -0.032 0.009
C 3.444964 0.338068 -1.738607 -0.018 0.028 0.001
C 2.461554 0.281641 -2.717020 0.005 0.103 0.048
C 2.186701 1.406159 -3.483784 -0.014 -0.025 -0.104
C 2.897945 2.582068 -3.285424 0.062 -0.016 0.069
C 3.889586 2.633353 -2.313480 -0.008 -0.001 -0.017
H 4.922624 1.555729 -0.771466 -0.003 -0.005 0.001
H 3.626177 -0.530446 -1.118900 0.009 0.012 0.019
H 1.893540 -0.627758 -2.845362 -0.050 -0.003 0.003
H 1.403494 1.368541 -4.231062 0.004 -0.007 0.004
H 2.678845 3.459959 -3.881018 -0.013 -0.006 -0.009
H 4.446520 3.548591 -2.152848 -0.006 0.004 -0.004
C -0.459270 -3.492529 0.740717 0.045 -0.093 0.015
C 0.246231 -2.512142 -0.068779 0.020 0.033 -0.002
N 0.823674 -1.746875 -0.703365 0.006 -0.001 0.005
H -0.229512 -3.310197 1.794773 -0.024 0.039 0.002
H -0.126953 -4.491729 0.458182 -0.028 0.008 -0.021
H -1.532816 -3.393173 0.584561 -0.007 0.013 0.001
```
Positions in Å, forces in eV/Å.

Computed, not measured: a cluster of 2 separate species, C3H4BrF in total at a distorted geometry, with ωB97M-V with the def2-TZVPD basis set.

Properties
net charge	0
LUMO level (spin up / spin down)	0.83 / -1.24	eV
highest occupied orbital energy (spin up / spin down)	-8.130 / -10.180	eV
spin multiplicity	3
⟨S²⟩	2.02

XYZ file:
```
9
Properties=species:S:1:pos:R:3:forces:R:3
C -0.276730 0.220304 0.447287 2.518 4.553 1.053
C 0.698120 0.189498 1.335218 1.584 -1.555 2.990
C -0.001965 -0.305795 -1.870401 -1.102 -0.087 -0.747
F 1.451412 1.238598 1.812357 -0.785 -0.554 -1.103
Br -1.652390 0.174467 -2.585136 0.755 0.003 0.152
H -0.786467 -0.625606 0.444704 -2.608 -3.378 -0.594
H -0.572022 1.190042 0.044936 -0.246 -0.545 -0.027
H 0.978318 -0.742026 1.989916 -0.586 1.750 -1.619
H 0.161723 -1.339482 -1.618882 0.470 -0.185 -0.104
```
Positions in Å, forces in eV/Å.

Result set for electronic energy: -375.54971, -8277.84772, -622.16576, -409.92139, -1590.11080, -2790.37287 hartree, one per record in the order listed.